# 1
DFT (ωB97M-V/def2-TZVPD) results for C53H33ClI5InN4O5S as an isolated structure.

Geometry as ORCA input:
```
! RIJCOSX wB97M-V def2-TZVPD def2/J DEFGRID3
* xyz -2 1
In -0.079 0.156 0.009
I 7.358 -5.970 1.917
C 5.618 -4.826 1.609
C 4.452 -5.183 2.268
C 3.307 -4.422 2.058
C 3.318 -3.315 1.211
C 4.505 -2.987 0.557
C 5.660 -3.738 0.753
C 2.083 -2.505 0.968
C 1.529 -1.774 2.025
C 1.985 -1.855 3.395
C 1.067 -1.213 4.148
C 0.066 -0.687 3.243
C -1.083 -0.018 3.669
C -1.287 0.155 5.137
C -2.353 -0.487 5.768
C -2.588 -0.330 7.129
C -1.738 0.481 7.865
I -2.097 0.751 9.919
C -0.665 1.124 7.270
C -0.448 0.955 5.907
C -2.073 0.508 2.828
N -2.102 0.380 1.481
C -3.092 1.206 1.042
C -3.415 1.384 -0.305
C -4.325 2.494 -0.706
C -5.647 2.593 -0.276
C -6.458 3.649 -0.676
C -5.933 4.615 -1.518
I -7.159 6.209 -2.136
C -4.624 4.543 -1.972
C -3.828 3.480 -1.562
C -2.917 0.570 -1.332
C -3.528 0.467 -2.639
C -2.964 -0.600 -3.244
C -1.971 -1.120 -2.332
N -1.957 -0.389 -1.182
C -1.109 -2.170 -2.657
C 0.017 -2.525 -1.913
C 0.958 -3.563 -2.269
C 1.882 -3.610 -1.283
C 1.497 -2.623 -0.299
N 0.375 -1.971 -0.714
C -1.440 -2.953 -3.886
C -0.623 -2.946 -5.013
C -0.948 -3.706 -6.132
C -2.102 -4.471 -6.119
I -2.598 -5.628 -7.806
C -2.946 -4.485 -5.019
C -2.606 -3.718 -3.910
C -3.721 1.880 2.160
C -3.110 1.421 3.276
N 0.392 -1.011 1.958
H 4.428 -6.037 2.931
H 2.383 -4.703 2.550
H 4.530 -2.103 -0.073
H 6.578 -3.463 0.250
H 2.881 -2.350 3.733
H 1.062 -1.107 5.222
H -3.002 -1.122 5.178
H -3.415 -0.839 7.605
H -0.007 1.752 7.854
H 0.380 1.464 5.426
H -6.059 1.820 0.363
H -7.485 3.710 -0.339
H -4.222 5.305 -2.626
H -2.795 3.411 -1.893
H -4.308 1.112 -3.017
H -3.153 -0.980 -4.236
H 0.919 -4.175 -3.155
H 2.741 -4.260 -1.218
H 0.250 -2.304 -5.027
H -0.309 -3.681 -7.007
H -3.852 -5.079 -5.022
H -3.254 -3.719 -3.040
H -4.507 2.617 2.095
H -3.301 1.705 4.301
C 3.628 6.653 -1.356
C 3.610 5.203 -0.934
C 4.048 4.822 0.332
C 3.947 3.506 0.755
C 3.414 2.551 -0.100
C 2.994 2.904 -1.369
C 3.095 4.224 -1.782
S 3.262 0.881 0.485
O 2.972 0.990 1.895
O 4.529 0.251 0.149
O 2.161 0.246 -0.316
H 4.453 7.194 -0.888
H 2.697 7.144 -1.060
H 3.721 6.745 -2.439
H 4.456 5.574 1.004
H 4.245 3.211 1.754
H 2.527 2.163 -1.998
H 2.737 4.504 -2.769
Cl 2.551 -1.523 -4.755
C 2.116 -0.260 -3.549
C 0.631 0.192 -3.562
O -0.014 0.010 -4.604
O 0.249 0.766 -2.488
H 2.727 0.598 -3.801
H 2.392 -0.620 -2.564
I -0.159 2.874 0.433
*
```

Values from the calculation:
energy above the lowest of the compared OMol25 structures with the same formula, charge and spin	0.0000	eV
E_LUMO	2.861	eV
orbital gap	5.3074	eV

# 2
DFT (ωB97M-V/def2-TZVPD) results for C53H40N9O4RuS3 as an isolated structure.

Geometry as ORCA input:
```
! RIJCOSX wB97M-V def2-TZVPD def2/J DEFGRID3
* xyz 2 6
Ru -0.184 -0.676 -0.064
C -2.395 -3.867 2.259
O -1.532 -4.421 1.218
C -1.173 -3.382 0.477
N -1.680 -2.238 0.725
C -2.744 -2.462 1.749
C -4.084 -2.307 1.061
C -4.676 -3.356 0.367
C -5.860 -3.150 -0.327
C -6.455 -1.896 -0.337
C -5.865 -0.845 0.353
C -4.682 -1.052 1.048
C -0.289 -3.612 -0.691
C 0.422 -4.775 -0.923
C 1.134 -4.863 -2.111
C 1.019 -3.847 -3.049
C 0.236 -2.745 -2.740
N -0.333 -2.591 -1.547
C -0.149 -1.731 -3.757
N -1.305 -1.229 -3.810
C -1.355 -0.433 -5.052
C 0.100 -0.476 -5.578
O 0.760 -1.444 -4.711
C -1.940 0.947 -4.831
C -1.708 1.954 -5.763
C -2.267 3.214 -5.593
C -3.081 3.472 -4.498
C -3.332 2.464 -3.577
C -2.764 1.208 -3.741
H -3.252 -4.521 2.377
H -1.815 -3.847 3.179
H -2.671 -1.726 2.545
H -4.224 -4.342 0.358
H -6.322 -3.973 -0.857
H -7.380 -1.740 -0.875
H -6.332 0.131 0.357
H -4.226 -0.232 1.596
H 0.416 -5.578 -0.198
H 1.739 -5.736 -2.322
H 1.495 -3.914 -4.018
H -2.011 -0.958 -5.749
H 0.188 -0.833 -6.599
H 0.618 0.478 -5.483
H -1.086 1.760 -6.631
H -2.076 3.991 -6.321
H -3.533 4.447 -4.376
H -3.978 2.656 -2.729
H -2.960 0.419 -3.026
N 2.630 7.808 2.109
C 2.010 6.602 2.116
C 0.643 6.504 2.428
C 0.011 5.283 2.429
C 0.744 4.142 2.114
C 2.103 4.210 1.802
C 2.729 5.430 1.802
S -0.062 2.630 2.171
O 0.770 1.919 3.306
O -1.443 2.761 2.536
N 0.182 1.710 0.917
C 0.155 2.198 -0.371
N 0.233 1.198 -1.280
C 0.303 1.549 -2.571
C 0.270 2.860 -2.974
C 0.127 3.804 -1.967
N 0.074 3.487 -0.678
H 2.139 8.644 2.366
H 3.615 7.883 1.932
H 0.087 7.401 2.670
H -1.042 5.201 2.664
H 2.657 3.312 1.558
H 3.783 5.499 1.564
H 0.403 0.740 -3.280
H 0.304 3.133 -4.018
H 0.048 4.861 -2.199
S 5.726 -4.693 -1.321
C 6.059 -4.853 -2.984
C 5.387 -3.932 -3.729
C 4.590 -3.074 -2.927
C 4.680 -3.353 -1.591
C 3.987 -2.698 -0.480
C 2.786 -2.005 -0.728
N 2.031 -1.485 0.214
C 2.459 -1.561 1.501
C 3.698 -2.120 1.846
C 4.160 -2.024 3.212
C 3.453 -1.347 4.136
C 2.173 -0.757 3.802
C 1.450 0.060 4.632
C 0.207 0.698 4.120
C -0.415 -0.145 3.064
N 0.306 -0.818 2.242
C 1.638 -1.012 2.517
C -0.711 1.183 5.184
C -0.384 2.033 6.201
C -1.483 2.312 7.053
C -2.614 1.658 6.668
S -2.364 0.728 5.264
C 4.439 -2.726 0.826
H 6.735 -5.621 -3.329
H 5.472 -3.858 -4.804
H 4.008 -2.254 -3.332
H 2.439 -1.879 -1.746
H 5.110 -2.476 3.468
H 3.830 -1.225 5.145
H 1.782 0.301 5.633
H -1.478 -0.050 2.870
H 0.604 2.459 6.326
H -1.433 2.958 7.918
H -3.586 1.669 7.137
H 5.382 -3.204 1.066
*
```

Values from the calculation:
energy above the lowest of the compared OMol25 structures with the same formula, charge and spin	0.0883	eV
E_LUMO (spin up / spin down)	-4.980 / -6.906	eV
orbital gap (spin up / spin down)	7.2049 / 5.4126	eV

# 3
DFT (ωB97M-V/def2-TZVPD) results for C53H41AgBrF4N3P2 as an isolated structure.

Geometry as ORCA input:
```
! RIJCOSX wB97M-V def2-TZVPD def2/J DEFGRID3
* xyz 0 1
Ag 0.398 0.003 -0.255
F 0.945 0.182 -7.395
C 0.342 0.293 -6.207
C -1.043 0.219 -6.105
F -1.775 0.053 -7.212
C -1.651 0.322 -4.859
F -2.991 0.324 -4.823
C -0.929 0.486 -3.680
P -1.743 0.400 -1.921
C -2.754 -1.045 -2.417
C -2.029 -2.234 -2.419
C -2.649 -3.444 -2.660
C -4.011 -3.481 -2.906
C -4.739 -2.302 -2.909
C -4.119 -1.088 -2.668
C -2.606 1.987 -2.217
C -1.774 3.022 -2.643
C -2.254 4.299 -2.846
C -3.592 4.574 -2.622
C -4.425 3.562 -2.175
C -3.943 2.281 -1.965
C 0.448 0.618 -3.828
Br 1.523 1.186 -2.388
C 1.083 0.512 -5.058
F 2.413 0.639 -5.140
H -0.966 -2.201 -2.201
H -2.072 -4.355 -2.639
H -4.503 -4.423 -3.093
H -5.802 -2.333 -3.093
H -4.707 -0.186 -2.690
H -0.722 2.838 -2.807
H -1.581 5.074 -3.179
H -3.977 5.568 -2.798
H -5.466 3.778 -1.986
H -4.618 1.531 -1.580
N -5.849 0.432 2.854
C -4.825 0.357 1.978
C -4.036 1.470 1.650
C -3.089 1.348 0.664
N -2.896 0.230 -0.033
C -3.559 -0.860 0.348
C -4.517 -0.848 1.329
H -6.044 1.282 3.348
H -6.364 -0.397 3.087
H -4.167 2.409 2.166
H -2.462 2.188 0.399
H -3.318 -1.781 -0.157
H -5.019 -1.762 1.599
C 6.217 -2.987 3.319
C 6.506 -1.730 2.814
C 5.536 -1.006 2.146
C 4.256 -1.530 1.989
C 3.966 -2.783 2.519
C 4.942 -3.507 3.181
P 2.893 -0.672 1.074
C 3.508 -1.021 -0.617
C 2.690 -1.814 -1.416
C 3.016 -2.053 -2.740
C 4.166 -1.494 -3.276
C 5.012 -0.749 -2.468
C 4.694 -0.524 -1.141
C 3.413 1.053 1.371
C 3.639 1.993 0.372
C 4.005 3.287 0.701
C 4.148 3.656 2.027
C 3.897 2.730 3.029
C 3.519 1.443 2.705
H 6.985 -3.558 3.820
H 7.490 -1.305 2.951
H 5.779 -0.024 1.765
H 2.961 -3.176 2.417
H 4.701 -4.474 3.600
H 1.789 -2.240 -0.976
H 2.372 -2.666 -3.354
H 4.403 -1.637 -4.319
H 5.923 -0.338 -2.876
H 5.357 0.059 -0.517
H 3.549 1.718 -0.670
H 4.189 4.000 -0.090
H 4.455 4.661 2.276
H 3.996 3.013 4.067
H 3.310 0.726 3.489
C 0.754 3.043 4.154
C 0.524 3.162 2.791
C 0.151 2.063 2.054
C -0.028 0.795 2.639
C 0.261 0.689 4.012
C 0.642 1.795 4.745
N -0.376 -0.239 1.812
C -0.988 -1.380 2.230
C -0.931 -2.505 1.386
C -1.564 -3.687 1.691
C -2.301 -3.803 2.861
C -2.414 -2.697 3.688
C -1.779 -1.510 3.388
H 1.032 3.908 4.739
H 0.640 4.124 2.308
H -0.024 2.152 0.976
H 0.226 -0.279 4.485
H 0.866 1.680 5.797
H -0.349 -2.401 0.465
H -1.489 -4.529 1.016
H -2.775 -4.739 3.118
H -3.017 -2.761 4.585
H -1.910 -0.661 4.041
*
```

Values from the calculation:
energy above the lowest of the compared OMol25 structures with the same formula, charge and spin	1.8726	eV
E_LUMO	0.344	eV
orbital gap	6.3951	eV

# 4
DFT (ωB97M-V/def2-TZVPD) results for C53H41BF4N5O5Ru as an isolated structure.

Geometry as ORCA input:
```
! RIJCOSX wB97M-V def2-TZVPD def2/J DEFGRID3
* xyz -1 1
Ru -0.369 0.326 -0.085
C -5.352 -4.151 7.043
O -5.716 -2.914 6.469
C -4.887 -2.412 5.499
C -3.677 -2.987 5.134
C -2.911 -2.391 4.136
C -3.329 -1.234 3.496
C -4.546 -0.672 3.880
C -5.321 -1.249 4.870
C -2.491 -0.644 2.410
C -1.289 -0.058 2.790
C -0.886 0.196 4.166
C 0.342 0.748 4.120
C 0.724 0.817 2.715
N -0.308 0.367 1.949
C 1.982 1.187 2.252
C 2.378 1.226 0.914
C 3.737 1.418 0.464
C 3.737 1.263 -0.878
C 2.373 0.997 -1.273
C 1.926 0.831 -2.589
C 2.945 0.821 -3.680
C 3.141 -0.328 -4.434
C 4.085 -0.381 -5.455
C 4.853 0.741 -5.736
O 5.800 0.801 -6.723
C 5.985 -0.360 -7.503
C 4.676 1.902 -4.989
C 3.734 1.933 -3.979
C 0.603 0.600 -2.961
N -0.430 0.322 -2.121
C -1.523 0.053 -2.886
C -2.732 -0.454 -2.426
C -3.698 -0.953 -3.453
C -4.876 -0.271 -3.752
C -5.773 -0.758 -4.686
C -5.505 -1.954 -5.343
O -6.446 -2.366 -6.251
C -6.263 -3.640 -6.829
C -4.334 -2.649 -5.065
C -3.445 -2.140 -4.123
C -3.063 -0.667 -1.086
C -4.279 -1.309 -0.630
C -4.202 -1.388 0.715
C -2.944 -0.782 1.099
N -2.284 -0.361 -0.015
C -1.184 0.247 -4.289
C 0.120 0.576 -4.337
N 1.576 0.977 -0.165
C 3.046 1.409 3.276
C 3.673 2.642 3.444
C 4.685 2.817 4.370
C 5.097 1.745 5.156
O 6.110 2.006 6.039
C 6.569 0.930 6.829
C 4.484 0.506 5.008
C 3.470 0.350 4.068
H -6.155 -4.419 7.725
H -4.415 -4.074 7.603
H -5.249 -4.929 6.282
H -3.318 -3.890 5.605
H -1.973 -2.843 3.835
H -4.885 0.233 3.391
H -6.266 -0.816 5.170
H -1.486 -0.014 5.036
H 0.949 1.076 4.948
H 4.583 1.623 1.100
H 4.585 1.305 -1.541
H 2.555 -1.208 -4.202
H 4.214 -1.303 -6.005
H 6.752 -0.117 -8.235
H 5.065 -0.641 -8.023
H 6.323 -1.202 -6.893
H 5.285 2.767 -5.217
H 3.592 2.846 -3.413
H -5.091 0.657 -3.235
H -6.686 -0.227 -4.920
H -7.149 -3.835 -7.428
H -6.167 -4.415 -6.063
H -5.380 -3.665 -7.474
H -4.100 -3.577 -5.565
H -2.536 -2.684 -3.896
H -5.078 -1.651 -1.269
H -4.920 -1.816 1.395
H -1.873 0.150 -5.114
H 0.712 0.805 -5.209
H 3.358 3.480 2.832
H 5.175 3.774 4.497
H 7.420 1.305 7.391
H 6.892 0.087 6.212
H 5.796 0.587 7.524
H 4.784 -0.344 5.604
H 3.007 -0.619 3.927
O -1.081 2.290 -0.061
N -0.167 3.194 0.244
C -0.110 3.666 1.496
C 0.831 4.616 1.837
C 1.726 5.063 0.880
C 1.644 4.554 -0.409
C 0.681 3.617 -0.709
H -0.829 3.228 2.172
H 0.861 4.973 2.857
H 2.487 5.788 1.136
H 2.326 4.864 -1.187
H 0.546 3.144 -1.671
F 0.159 -1.729 -0.340
B 1.020 -2.550 0.521
F 1.865 -3.261 -0.329
F 1.750 -1.737 1.378
F 0.183 -3.403 1.241
*
```

Values from the calculation:
E_LUMO	1.992	eV
orbital gap	5.9996	eV

Number 1: E -140736.6675 eV. Number 2: E -112284.0497 eV. Number 3: E -163585.1245 eV. Number 4: E -87451.3384 eV.